(1)
11
Properties=species:S:1:pos:R:3:forces:R:3 method="wB97M-V/def2-TZVPD" mol_weight_g_mol=57.096 lumo_energy_ev=1.252 e_above_lowest_ev=0.917 gap_ev=9.18 largest_force_ev_per_a=3.0 smiles="C/C=C/N" homo_ha=-0.2912
N -1.122 1.147 -1.054 2.62 -1.44 0.33
C 1.165 -1.156 1.073 -1.84 1.61 0.15
C -0.242 0.108 -0.628 -0.23 0.54 0.30
C 0.202 -0.032 0.627 1.94 -0.03 -0.24
H 0.699 -1.695 1.899 -0.04 -0.31 -0.14
H 1.986 -0.610 1.543 0.68 -0.70 -0.60
H 0.125 -0.550 -1.410 -0.49 -0.34 -0.01
H -1.537 0.844 -1.915 -1.04 0.61 0.24
H -1.596 1.443 -0.226 -1.16 0.41 -0.51
H 1.292 -1.803 0.214 0.85 -0.28 0.16
H 0.397 0.874 1.208 -1.29 -0.06 0.32

=====

(2)
34
Properties=species:S:1:pos:R:3:forces:R:3 method="wB97M-V/def2-TZVPD" mol_weight_g_mol=538.914 multiplicity=2 lumo_energy_ev="-5.816 / -6.356" gap_ev="6.11 / 5.43" largest_force_ev_per_a=3.4 total_charge=+1 homo_ha="-0.4384 / -0.4330"
In -1.102 -1.850 -0.688 0.39 -1.18 -1.97
Ag -3.860 1.487 -2.314 -0.11 0.14 -0.28
S -2.097 -3.317 2.559 -0.16 0.12 -0.09
P -0.576 -2.363 1.735 0.67 -0.29 1.43
F 0.722 3.041 0.289 -0.62 -0.29 -0.13
F 3.899 1.657 0.562 -0.01 0.05 0.08
F 1.329 1.607 1.840 -0.63 -0.39 -0.12
F 2.433 3.396 1.534 -0.08 0.46 0.06
F 2.940 2.509 -1.181 -0.42 0.15 -0.22
O -2.679 -0.032 1.324 0.18 -0.29 -1.08
O 0.687 -3.422 1.795 -0.43 1.42 -0.38
O -0.120 -1.091 2.669 0.22 -0.96 -0.84
C -3.096 0.498 0.096 2.10 0.69 0.09
C 0.857 -1.315 -1.697 -0.38 1.03 1.17
C 1.744 2.455 0.899 1.76 0.72 -0.17
C 2.714 1.747 -0.107 0.04 -1.28 1.19
C 2.294 0.321 -0.444 -0.58 -0.01 -1.20
C -2.622 -0.324 -1.180 -1.58 2.86 0.81
C 1.195 0.210 -1.528 0.54 -1.08 -0.46
C -1.940 1.189 0.851 -2.31 -2.21 0.59
H -2.164 1.794 1.726 0.59 1.13 -0.94
H -2.133 0.507 -1.797 0.44 -0.92 0.03
H -1.586 -3.387 -1.454 -0.05 0.47 0.53
H 0.298 0.807 -1.307 0.37 0.06 -0.09
H 1.625 0.529 -2.490 -0.25 0.36 0.38
H 1.956 -0.257 0.428 0.26 0.52 0.10
H 3.182 -0.193 -0.842 -0.15 0.24 0.19
H 0.717 -1.600 -2.746 0.04 -0.11 0.35
H -3.543 -0.666 -1.702 0.49 -0.73 0.14
H -0.946 0.978 0.464 -0.05 0.26 0.39
H 0.852 -1.038 2.631 -0.22 0.29 0.33
H 1.674 -1.877 -1.222 -0.25 -0.18 -0.52
H -4.060 1.045 0.043 0.16 -0.57 0.57
H 1.406 -3.043 1.256 0.05 -0.51 0.07

=====

(3)
16
Properties=species:S:1:pos:R:3:forces:R:3 method="wB97M-V/def2-TZVPD" mol_weight_g_mol=88.130 lumo_energy_ev=-5.321 e_above_lowest_ev=3.312 gap_ev=8.47 largest_force_ev_per_a=4.0 total_charge=+1 homo_ha=-0.5067
O 1.203 2.129 0.308 1.80 2.00 2.46
N 1.039 -0.206 -0.861 2.67 -2.07 2.24
C 1.925 -0.966 -1.407 -1.88 -2.58 -1.14
C -0.033 -0.859 -0.070 -0.96 1.41 -1.24
C -2.472 -0.431 0.748 -0.26 -2.44 -1.60
C -1.016 -0.075 0.414 -0.42 1.94 1.23
H -3.119 -0.733 -0.221 1.95 0.37 1.87
H -0.790 1.063 0.769 -0.37 -2.80 -1.94
H 2.996 -0.898 -1.469 0.23 1.39 -0.37
H -2.959 0.472 1.017 -0.43 0.54 0.99
H 1.543 -1.934 -1.821 0.36 0.68 0.71
H -2.599 -1.301 1.481 0.12 1.43 -0.85
H 1.491 0.624 -0.486 -1.14 0.86 0.32
H 0.665 2.751 0.863 0.18 -0.78 -0.99
H 0.033 -1.952 -0.027 -0.37 0.51 -0.56
H 2.093 2.318 0.761 -1.49 -0.48 -1.14

=====

(4)
17
Properties=species:S:1:pos:R:3:forces:R:3 method="wB97M-V/def2-TZVPD" mol_weight_g_mol=109.194 lumo_energy_ev=0.790 e_above_lowest_ev=0.499 gap_ev=9.71 largest_force_ev_per_a=1.3 smiles=NCCCS.O homo_ha=-0.3277
S 0.985 -2.679 -1.607 0.04 -0.16 -0.31
O -1.371 2.778 -1.172 -0.01 0.11 0.17
N -1.170 0.384 1.086 -0.06 0.13 -0.19
C 0.978 -1.854 -0.020 0.41 0.56 0.57
C 0.290 0.288 1.182 0.02 0.23 -0.50
C 0.929 -0.331 -0.074 -0.82 -0.18 -0.94
H -1.644 2.961 -0.266 -0.02 -0.10 0.04
H 0.222 -0.032 -0.863 0.18 -0.16 -0.08
H 1.908 -2.134 0.480 -0.02 -0.23 -0.07
H -1.195 3.651 -1.535 0.04 -0.06 -0.13
H -1.424 0.693 0.151 -0.09 -0.07 0.12
H 1.880 0.052 -0.461 0.07 0.17 0.70
H 0.447 -0.312 2.076 0.63 0.25 0.16
H 0.681 1.306 1.266 0.03 -0.17 0.48
H -1.603 -0.519 1.238 -0.01 0.04 -0.06
H -0.091 -2.047 -2.098 -0.01 -0.04 -0.02
H 0.178 -2.206 0.615 -0.36 -0.30 0.03

=====

(5)
19
Properties=species:S:1:pos:R:3:forces:R:3 method="wB97M-V/def2-TZVPD" mol_weight_g_mol=221.136 lumo_energy_ev=-0.695 gap_ev=9.66 largest_force_ev_per_a=6.5 smiles="O=C1Nc2nc(=O)nc3[nH]c(=O)nc(n23)N1" homo_ha=-0.3804
O 3.478 0.971 1.664 -0.84 -1.36 -1.78
O -0.056 -2.327 -3.058 -1.57 -1.59 -0.86
O -3.112 1.552 1.416 0.23 -0.99 1.09
N 0.093 0.052 -0.092 2.49 0.04 0.34
N 1.202 -1.409 -1.661 0.00 2.19 4.31
N -1.237 -1.231 -1.414 1.46 -2.58 -1.30
N -0.908 1.659 1.349 1.84 -3.02 -1.51
N 2.417 -0.159 -0.085 -1.34 -0.75 -0.58
N 1.361 1.327 1.459 -5.27 -0.25 -1.36
N -2.113 -0.091 0.335 2.99 -1.39 -0.29
C -1.036 -0.519 -0.413 -4.44 0.84 0.28
C -0.040 -1.727 -2.020 -2.57 0.00 -3.46
C -2.060 0.976 1.164 -4.59 4.25 -0.51
C 0.215 0.960 0.898 3.23 4.11 3.91
C 1.255 -0.497 -0.568 5.68 -0.79 -0.45
C 2.457 0.697 1.024 4.02 0.55 1.30
H -0.831 2.566 1.801 -0.11 -0.52 0.07
H 1.832 -2.172 -1.962 0.41 1.37 0.74
H -2.916 -0.627 0.163 -1.61 -0.11 0.07

=====

(6)
233
Properties=species:S:1:pos:R:3:forces:R:3 method="wB97M-V/def2-TZVPD" mol_weight_g_mol=1398.864 lumo_energy_ev=0.844 e_above_lowest_ev=8.301 gap_ev=3.20 largest_force_ev_per_a=4.3 total_charge=-1 homo_ha=-0.0865
O 6.463 -20.876 -21.541 1.23 0.01 0.21
O -13.699 -28.949 -24.200 1.97 2.03 0.72
O -2.027 -27.510 -24.803 0.95 0.95 1.86
O 5.339 -33.218 -17.866 -0.34 1.41 1.50
O 5.715 -37.332 -28.192 -1.69 -1.10 0.66
O -5.805 -31.166 -33.135 0.98 0.38 1.84
O 11.266 -26.487 -27.972 -0.71 -1.44 -0.48
O 3.740 -27.228 -12.933 0.75 0.09 -0.46
O -7.233 -18.831 -29.155 -0.06 -0.19 0.20
O 2.680 -16.874 -30.316 -1.29 0.44 1.73
O -0.803 -15.495 -22.852 -0.66 -0.43 -0.18
O 3.855 -28.033 -30.896 0.93 -0.79 -0.43
O -2.729 -20.390 -14.123 0.98 -1.78 1.64
O -5.811 -29.219 -12.508 -1.05 1.05 0.43
O -5.436 -34.901 -24.243 1.15 1.54 -1.14
O -1.831 -37.149 -17.214 -0.19 0.29 -0.91
O -9.892 -20.001 -20.979 -0.19 0.65 0.83
O -7.394 -23.315 -35.272 -0.66 0.66 -1.10
N 5.945 -31.382 -16.750 1.72 2.35 1.54
N -2.093 -15.445 -21.008 -1.12 -0.83 2.62
N 4.772 -21.911 -20.406 -1.20 -0.88 1.38
N -7.577 -28.076 -11.615 0.60 0.77 -0.62
N 2.287 -29.120 -29.734 -1.86 -0.46 0.15
N -1.934 -26.955 -23.438 -1.64 0.24 0.11
N -12.597 -27.358 -22.960 -0.27 -0.51 -0.03
N -1.004 -21.595 -13.162 -0.11 0.72 -0.34
N 0.903 -16.977 -28.857 -0.14 -0.82 -0.12
N 9.659 -26.994 -29.466 -0.93 -0.32 -1.77
N -8.222 -19.882 -27.424 -0.41 -1.11 0.12
N -10.380 -19.491 -18.833 -0.14 0.74 0.44
N -5.843 -23.571 -33.750 0.93 0.36 1.67
N -5.681 -30.412 -30.990 0.14 0.02 0.10
N 4.356 -37.396 -26.387 -0.36 0.20 0.42
N -3.971 -33.519 -25.364 0.14 0.30 0.17
N 3.167 -25.903 -11.228 0.24 1.13 1.75
N -2.631 -35.101 -17.178 -1.53 2.21 0.03
C -10.597 -19.400 -20.162 0.50 -1.35 -1.77
C -3.624 -30.723 -32.162 -0.36 0.02 -0.53
C 0.527 -26.309 -23.366 -0.03 -0.51 -0.66
C -3.226 -21.800 -12.201 -0.13 1.15 0.08
C 10.388 -26.691 -30.673 0.78 -0.14 0.03
C -11.765 -18.586 -20.711 -0.38 0.19 0.55
C -5.088 -33.774 -24.670 -1.92 -2.33 1.97
C 2.926 -30.415 -29.572 -0.01 0.50 0.50
C -6.042 -25.247 -35.556 0.51 0.43 -1.09
C 9.230 -27.486 -27.181 0.03 -0.40 0.18
C -1.372 -13.393 -21.960 -0.31 0.63 0.13
C 4.160 -20.227 -21.923 0.50 -0.34 -0.56
C 7.286 -31.224 -17.243 1.15 0.30 -1.81
C -4.125 -25.741 -23.811 -0.92 -2.55 -0.28
C 2.898 -26.632 -12.291 0.29 -2.31 -1.11
C -6.012 -32.602 -24.354 0.47 -0.16 -0.66
C -6.773 -17.931 -26.958 -0.70 -0.95 -0.16
C -0.314 -28.559 -22.490 -0.13 -0.24 -0.89
C -8.947 -20.871 -28.240 -0.62 0.15 0.70
C -6.640 -27.506 -13.938 -1.63 -0.30 1.42
C 5.422 -22.845 -19.545 2.20 -0.39 -0.42
C 4.499 -25.562 -10.669 -1.26 0.31 0.03
C 2.087 -16.508 -29.281 1.84 0.00 -1.34
C -6.431 -23.946 -34.901 -1.22 -0.71 1.13
C -1.478 -25.200 -21.066 -0.24 -0.82 -0.72
C -7.520 -28.753 -10.345 -0.05 -1.32 0.38
C 5.070 -32.308 -17.042 -1.15 -3.33 -2.49
C -2.832 -25.224 -21.851 1.59 -0.38 0.60
C 2.667 -15.434 -28.365 -0.03 0.01 0.00
C 2.767 -28.046 -30.341 2.66 1.06 -1.27
C 1.432 -26.774 -12.635 1.03 -0.13 0.76
C -2.311 -21.193 -13.262 -0.46 0.45 -1.26
C -2.470 -16.846 -20.864 -0.03 0.65 -0.63
C -1.434 -14.897 -21.990 2.58 0.96 -1.97
C -4.695 -24.182 -33.111 0.75 -0.72 -1.81
C -2.959 -34.496 -25.755 -0.77 -0.03 -0.14
C -2.704 -25.655 -23.314 1.93 0.93 -0.93
C -0.642 -27.082 -22.679 -0.52 1.06 0.47
C 3.701 -32.285 -16.342 1.33 -0.34 -0.65
C 0.212 -18.102 -29.515 0.21 0.28 0.60
C -2.115 -24.427 -24.157 0.25 -0.95 0.16
C -0.780 -26.563 -21.185 -0.17 0.21 -0.80
C -9.270 -20.231 -18.199 -1.47 -0.38 0.01
C -12.318 -27.361 -25.413 -0.89 -0.29 0.64
C -7.424 -18.944 -27.954 0.72 1.72 -0.39
C -7.086 -30.281 -30.767 -1.04 0.23 0.96
C -1.212 -35.762 -19.098 -0.05 -0.48 0.41
C -3.053 -33.753 -17.646 -0.44 -0.63 0.12
C -5.146 -30.816 -32.131 -0.09 -0.27 -3.14
C 4.896 -36.210 -25.649 0.37 -0.76 -0.48
C -11.920 -26.105 -22.798 0.82 0.60 0.45
C -6.647 -28.312 -12.609 1.32 -1.15 -0.50
C -1.972 -36.077 -17.807 1.47 -0.83 0.42
C 10.181 -27.021 -28.255 0.77 2.31 1.80
C 5.310 -21.024 -21.254 -2.08 1.09 -0.79
C 4.766 -37.876 -27.591 1.68 1.06 -1.08
C 0.020 -21.180 -14.136 -0.25 -0.43 0.88
C -12.909 -27.971 -24.114 -1.47 -1.65 -2.08
C 2.053 -26.762 -30.351 -2.59 0.60 0.50
C 4.056 -39.141 -28.183 0.45 1.12 0.76
H 0.901 -18.854 -29.898 0.31 0.48 -0.22
H -3.293 -30.908 -33.183 0.00 -0.46 0.22
H -0.649 -36.670 -19.315 -0.20 0.05 -0.22
H 6.488 -22.784 -19.761 0.15 -0.23 -0.55
H -0.413 -17.704 -30.314 -0.10 -0.35 0.03
H -4.767 -24.883 -23.612 0.30 0.15 -0.10
H -12.056 -18.965 -21.691 0.47 0.11 0.03
H -4.257 -26.172 -24.804 0.65 0.97 -0.66
H 0.979 -21.254 -13.624 0.06 0.00 -0.16
H -7.912 -28.185 -9.500 0.00 0.37 -0.36
H -6.528 -29.117 -10.079 0.24 0.50 -0.33
H 7.271 -30.872 -18.275 -0.23 0.26 -0.23
H 3.344 -39.599 -27.496 0.26 -0.13 0.18
H 9.759 -28.275 -26.646 -0.14 0.21 0.42
H -3.968 -24.257 -33.920 0.73 0.13 0.25
H -5.708 -18.155 -26.903 -0.07 0.04 0.14
H -8.967 -21.857 -27.775 0.82 -0.08 -0.01
H 5.135 -26.406 -10.401 -0.24 -0.20 -0.52
H -1.136 -29.085 -22.006 -0.16 0.23 0.11
H 3.769 -22.023 -20.439 0.21 0.37 -0.03
H -0.709 -13.022 -21.177 0.25 -0.18 0.00
H -1.017 -13.028 -22.924 -0.07 -0.07 0.16
H 0.580 -28.683 -21.878 0.19 0.00 -0.08
H 3.101 -30.404 -28.496 0.63 -0.94 -0.05
H 8.285 -27.907 -27.525 0.12 -0.05 -0.34
H 3.475 -38.893 -29.071 0.35 0.22 -0.08
H 4.467 -19.228 -22.233 0.06 -0.11 0.24
H 2.576 -25.879 -29.983 0.35 -0.56 0.36
H 1.436 -28.973 -29.210 0.08 -0.19 -0.04
H 9.698 -26.742 -31.516 0.21 0.29 0.06
H 0.466 -26.547 -24.428 -0.13 -0.07 -0.18
H 3.406 -33.334 -16.359 -0.10 0.13 0.38
H 2.976 -31.756 -16.961 0.06 0.34 0.33
H -3.443 -25.991 -21.375 -0.36 0.19 0.20
H -4.245 -23.605 -32.304 -0.49 -0.05 -0.06
H 8.966 -26.642 -26.544 0.38 -0.13 0.21
H 7.858 -30.466 -16.706 -0.49 0.01 0.41
H -8.276 -19.978 -26.420 0.01 0.10 -0.25
H -12.744 -27.914 -26.251 0.22 -0.10 0.17
H -2.085 -34.484 -25.104 0.15 0.33 -0.28
H -5.007 -25.167 -35.887 0.28 -0.37 0.26
H -1.973 -17.354 -20.038 0.00 0.10 -0.04
H -3.551 -16.805 -20.726 0.02 -0.66 0.09
H -3.296 -24.238 -21.836 -0.24 -0.03 0.22
H 4.886 -39.800 -28.437 -0.32 -0.19 -0.07
H -3.117 -35.417 -16.350 0.23 -0.09 -0.02
H -12.688 -18.586 -20.131 0.10 -0.26 0.47
H 5.498 -22.629 -18.479 -1.14 0.18 0.16
H 3.110 -15.819 -27.446 0.08 -0.47 -0.14
H 0.504 -25.221 -23.314 -0.39 -0.01 0.35
H -2.583 -32.928 -17.109 0.64 -0.20 -0.24
H -10.013 -20.647 -28.206 -0.11 0.49 -0.45
H -1.608 -24.977 -20.007 -0.24 0.22 0.06
H -9.538 -20.305 -17.145 0.19 0.16 0.05
H 5.592 -36.514 -24.867 -0.26 -0.30 0.24
H -12.387 -25.557 -21.980 0.06 0.05 -0.03
H -8.602 -20.914 -29.273 0.15 0.16 0.34
H -12.705 -26.345 -25.492 0.24 0.16 -0.08
H -2.858 -23.630 -24.177 0.07 0.19 0.04
H -12.896 -27.867 -22.140 -0.09 0.25 0.01
H -0.470 -34.982 -18.925 -0.18 0.20 0.09
H -6.055 -31.985 -25.252 -0.12 0.45 0.23
H 2.313 -25.592 -10.788 0.67 0.37 0.47
H -7.499 -26.835 -13.909 0.21 0.53 -0.18
H -8.089 -29.682 -10.392 -0.31 -0.06 0.02
H 0.901 -26.650 -11.691 -0.71 0.62 -0.47
H -3.003 -33.639 -18.729 0.50 -0.05 0.14
H -1.837 -35.477 -19.944 -0.05 -0.04 0.10
H -5.636 -32.041 -23.498 0.05 0.13 -0.14
H 1.863 -14.791 -28.006 0.07 0.34 -0.25
H 8.653 -27.056 -29.534 0.28 -0.34 -0.05
H -9.321 -21.253 -18.575 0.55 0.05 -0.17
H 1.534 -26.596 -23.064 0.04 -0.29 0.40
H 3.941 -20.783 -22.834 -0.03 0.05 -0.23
H 1.243 -27.802 -12.943 0.09 0.34 -0.49
H -0.115 -20.147 -14.457 -0.20 -0.23 -0.17
H -11.229 -27.359 -25.453 -0.07 0.04 0.12
H -7.257 -18.025 -25.986 0.31 -0.07 0.21
H -8.254 -27.331 -11.693 0.33 -0.11 -0.28
H 3.447 -14.884 -28.892 -0.28 0.06 0.00
H -2.873 -22.663 -11.637 0.18 0.03 -0.33
H -2.216 -17.319 -21.812 -0.10 -0.18 0.18
H 5.000 -24.860 -11.336 0.20 -0.23 0.05
H 4.099 -35.606 -25.215 -0.08 -0.24 -0.13
H -6.216 -26.170 -35.003 0.14 0.30 0.34
H 5.529 -35.572 -26.266 -0.46 -0.25 -0.55
H -4.573 -26.621 -23.349 -0.26 0.01 1.00
H 10.975 -25.775 -30.611 -0.60 0.47 -0.02
H -1.925 -24.751 -25.181 -0.25 -0.24 -0.06
H -1.152 -24.046 -23.819 -0.11 0.11 0.39
H -7.011 -32.974 -24.124 0.25 -0.10 -0.03
H 7.981 -32.056 -17.358 -0.77 -0.74 0.73
H -2.191 -14.858 -20.192 -0.43 -0.07 -0.18
H 1.368 -26.015 -13.415 -1.17 -0.17 0.02
H 3.225 -20.209 -21.364 0.22 0.17 0.21
H 1.710 -26.449 -31.338 0.31 -0.49 -0.32
H -10.861 -26.225 -22.568 0.10 -0.20 0.29
H -3.354 -35.510 -25.698 -0.36 0.21 0.14
H -4.833 -25.237 -32.872 -0.42 0.11 0.67
H -3.288 -29.705 -31.963 -0.08 0.02 0.43
H -6.160 -22.719 -33.310 -0.39 -0.14 -0.46
H -4.107 -33.587 -17.423 -0.20 -0.43 0.06
H -5.701 -26.979 -14.102 -0.16 -0.24 0.06
H -6.606 -25.302 -36.488 -0.19 0.00 0.19
H -0.354 -18.658 -28.768 -0.36 0.38 -0.04
H -6.900 -16.890 -27.258 -0.04 -0.25 -0.44
H -0.207 -29.043 -23.461 0.26 0.02 -0.07
H 4.278 -25.056 -9.729 0.14 0.16 -0.06
H -0.784 -24.465 -21.475 -0.14 0.30 -0.10
H -7.406 -29.240 -30.816 0.12 0.18 0.37
H -0.005 -21.910 -14.945 0.15 0.44 -0.30
H 0.215 -26.509 -20.744 0.44 0.27 -0.28
H 0.622 -16.635 -27.950 -0.31 -0.36 -0.24
H 2.279 -31.250 -29.840 -0.27 0.21 0.04
H -5.023 -30.004 -30.341 -0.46 -0.07 0.20
H 1.123 -26.919 -29.805 -0.21 0.61 0.36
H -2.776 -34.297 -26.811 0.70 -0.10 0.15
H -2.346 -12.966 -21.720 -0.11 0.06 -0.20
H -11.492 -17.532 -20.758 0.21 -0.02 -0.28
H -0.678 -21.967 -12.281 -0.29 -0.11 -0.27
H -11.891 -25.440 -23.662 -0.61 -0.38 -0.18
H 3.830 -30.523 -30.171 -0.01 0.47 0.27
H 11.187 -27.416 -30.825 -0.20 -0.45 -0.06
H -7.789 -30.769 -31.441 0.94 -0.46 -0.42
H 3.664 -37.969 -25.923 0.06 0.37 0.13
H 5.661 -30.518 -16.311 -0.51 -0.46 0.31
H -8.275 -19.793 -18.287 -0.26 0.09 -0.36
H -6.892 -28.215 -14.727 0.51 -0.03 -0.04
H -1.213 -27.331 -20.545 -0.78 -0.04 -0.24
H -4.241 -21.949 -12.567 0.26 -0.15 -0.26
H 5.116 -23.867 -19.772 -0.13 0.05 0.35
H -11.150 -19.163 -18.266 0.43 0.02 0.18
H 3.874 -31.898 -15.338 -0.70 0.08 -0.01
H -3.312 -20.954 -11.520 -0.19 -0.08 0.48
H -3.211 -31.423 -31.435 0.27 0.08 -0.16
H -3.780 -32.533 -25.464 0.29 -0.18 -0.26
H -7.265 -30.714 -29.783 -0.41 0.36 0.13